1.
{"formula": "C3H10O2S2", "method": "ωB97M-V/def2-TZVPD", "symbols": ["O", "C", "C", "C", "S", "S", "H", "H", "H", "H", "H", "H", "H", "H", "O", "H", "H"], "xyz": [[-2.01397, -0.52097, 1.57256], [-0.64136, -0.15657, 1.57059], [0.04826, -0.57268, 0.30491], [-0.37741, 0.04015, -1.11935], [-1.79386, -0.98412, -1.72240], [-0.96210, -2.30921, -3.12398], [-2.08411, -1.47153, 1.68438], [-0.01988, -0.55167, 2.42414], [-0.64551, 0.87238, 1.89946], [0.04446, -1.64050, 0.15083], [1.11952, -0.30258, 0.35807], [0.49629, 0.25909, -1.71268], [-0.81374, 0.99147, -0.82193], [0.02241, -2.70353, -2.29538], [2.75152, 3.27691, 0.21289], [3.03153, 2.36391, 0.17406], [1.83794, 3.40945, 0.44383]], "forces_ev_per_a": [[0.174, -0.005, 0.411], [0.126, -0.591, 1.105], [1.742, 1.151, -2.228], [-1.212, -0.438, 2.912], [0.617, 0.239, -0.642], [0.188, 0.653, 0.571], [-0.056, -0.148, -0.115], [-0.834, -0.497, -0.548], [0.118, 0.801, -0.993], [-0.139, -0.533, 0.456], [-0.226, -0.114, 0.455], [-0.106, -0.490, -0.711], [-0.282, 0.296, -0.531], [-0.102, -0.315, -0.145], [0.968, 0.867, -0.295], [-0.602, -0.249, 0.175], [-0.373, -0.626, 0.122]], "spin_multiplicity": 1, "homo_lumo_gap_ha": 0.3319, "homo_energy_ev": -8.59, "de_lowest_kcal_mol": 22.81, "smiles": "OCCCSS.O"}



2.
{"formula": "C23H32N4O2", "method": "ωB97M-V/def2-TZVPD", "symbols": ["C", "C", "C", "C", "N", "C", "C", "C", "C", "C", "N", "C", "O", "C", "C", "C", "C", "O", "N", "C", "C", "C", "C", "C", "C", "C", "C", "N", "C", "H", "H", "H", "H", "H", "H", "H", "H", "H", "H", "H", "H", "H", "H", "H", "H", "H", "H", "H", "H", "H", "H", "H", "H", "H", "H", "H", "H", "H", "H", "H", "H"], "xyz": [[-3.42958, -4.34513, -0.49255], [-4.15828, -3.40699, 0.27668], [-4.61265, -2.06554, -0.51545], [-3.69346, -1.24239, -0.74221], [-3.60420, -0.11264, 0.22671], [-3.02971, -0.19841, 1.28323], [-4.08715, -0.47201, 2.41468], [-4.62749, 0.94397, -0.17127], [-4.17360, 2.23377, 0.36332], [-3.25702, 2.93663, -0.61287], [-1.91224, 2.30580, -0.81446], [-0.82425, 2.73370, -0.34230], [-0.63731, 3.87960, -0.38490], [0.12399, 1.72967, -0.23624], [0.04013, 0.39122, -0.48702], [1.22824, -0.28957, -0.19258], [1.60128, -1.72313, -0.14114], [0.76606, -2.58480, -0.58419], [2.97220, -2.02224, -0.36942], [3.18968, -3.30308, -0.14279], [3.95618, -0.86950, 0.07910], [5.20963, -1.53406, 0.24155], [6.21684, -0.67593, 0.46046], [5.97051, 0.84411, 0.56029], [4.61021, 1.19656, 0.22329], [3.61738, 0.42551, 0.04870], [2.22969, 0.83460, -0.35672], [1.66172, 1.87944, -0.14209], [2.16221, 2.97602, 0.07391], [-3.20034, -5.14266, 0.01003], [-2.40477, -3.89229, -0.60435], [-3.97308, -4.71708, -1.55015], [-3.75083, -3.16458, 1.08415], [-5.27654, -3.92557, 0.69258], [-5.16139, -2.51682, -1.45693], [-5.53125, -1.82326, -0.07947], [-3.64818, -0.84427, -1.69714], [-2.63994, -1.58726, -0.55122], [-2.28973, -1.23996, 1.23065], [-2.40225, 0.74886, 1.73620], [-3.46513, -0.80045, 3.41457], [-4.70214, 0.58042, 2.72869], [-4.79357, -1.22729, 2.14827], [-5.03065, 0.91370, -0.95627], [-5.40682, 0.59182, 0.68513], [-3.74658, 2.46873, 1.25703], [-4.92063, 3.07576, 0.22226], [-3.07071, 4.07486, -0.36157], [-3.65297, 3.06574, -1.73761], [-2.17302, 1.29276, -0.82740], [-0.72747, -0.39517, -0.72248], [3.79951, -3.83425, 0.87758], [2.24598, -3.90884, -0.19537], [3.91984, -3.67230, -1.01006], [5.46021, -2.65118, 0.22602], [7.14824, -0.82674, 0.55713], [6.87327, 1.46329, 0.71916], [4.51457, 2.16566, 0.43917], [2.64112, 3.38748, 1.03537], [1.27337, 3.86193, 0.11550], [2.93503, 3.33646, -0.61718]], "forces_ev_per_a": [[0.643, 2.068, -6.297], [-9.825, -0.465, -4.480], [-10.114, -13.444, 0.505], [11.514, 8.922, 0.441], [-5.452, 2.514, -16.229], [6.097, -2.253, 13.108], [1.636, 2.427, 4.419], [4.346, -2.462, 18.306], [-1.275, 4.263, -4.871], [2.198, 3.503, -3.491], [-8.756, -4.670, -1.147], [1.761, -1.542, -1.229], [2.036, 7.613, 1.634], [5.744, -3.568, 0.210], [-1.415, -3.676, 1.512], [3.183, 2.339, -1.871], [-2.328, -0.243, -6.114], [1.029, 1.898, 2.779], [-1.912, 7.868, 3.578], [4.514, -8.632, 0.068], [-1.165, -8.965, -1.827], [-0.208, 0.365, 0.299], [-4.809, 7.029, 0.136], [-1.694, -5.083, -1.720], [9.528, 3.326, 3.040], [-5.377, -2.403, -2.459], [2.639, -11.980, 3.278], [-11.055, -2.324, -1.188], [3.459, 16.916, 3.006], [0.888, -4.926, 2.925], [-0.712, -0.366, -1.026], [1.669, 1.293, 2.732], [3.817, 2.148, 6.893], [2.984, 1.337, -1.198], [1.535, 0.627, 0.997], [-1.037, 1.506, 1.303], [-0.050, 1.062, -2.060], [-0.711, -0.815, -0.805], [-1.504, 3.020, 0.481], [-0.715, -1.857, -1.296], [-1.831, 0.754, -2.198], [1.646, -2.926, -0.842], [-0.484, -0.516, -0.113], [-4.984, -0.642, -11.800], [0.340, 1.089, -2.310], [0.815, -0.808, 3.058], [-0.464, -1.443, 0.760], [-0.255, -2.326, -0.053], [0.188, -0.653, 2.478], [1.221, 0.906, 0.166], [-0.215, 1.743, 0.340], [-1.688, 2.297, -2.239], [1.053, 0.821, -0.191], [-1.466, 0.116, 1.656], [-1.086, 1.974, -0.165], [6.735, -2.210, 0.773], [-1.210, -0.011, -0.064], [-0.975, 3.978, -0.085], [-0.477, -2.013, -0.245], [2.364, -2.278, -0.804], [-0.332, -0.227, -0.462]], "spin_multiplicity": 1, "homo_lumo_gap_ha": 0.2891, "homo_energy_ev": -7.70, "de_lowest_kcal_mol": 506.01, "smiles": "CCCCN(CC)CCCNC(=O)c1cc2c(=O)n(C)c3ccccc3c2n1C"}



3.
{"formula": "C37H33ClIN8O2SY", "method": "ωB97M-V/def2-TZVPD", "symbols": ["Y", "C", "C", "C", "C", "C", "C", "C", "N", "N", "C", "C", "C", "C", "C", "C", "N", "C", "C", "C", "C", "C", "C", "N", "H", "H", "H", "H", "H", "H", "H", "H", "H", "H", "H", "H", "H", "H", "H", "H", "H", "H", "H", "H", "Cl", "C", "C", "C", "I", "C", "O", "C", "N", "C", "C", "C", "C", "H", "H", "H", "H", "S", "C", "C", "N", "C", "H", "H", "H", "N", "C", "O", "C", "C", "C", "C", "N", "C", "H", "H", "H", "H", "H", "H"], "xyz": [[0.66350, -0.00442, 0.08392], [-0.14370, 2.09475, 2.61274], [-0.95073, 0.93263, 3.20507], [-0.12044, -0.27230, 3.53186], [-0.04321, -0.75003, 4.83109], [0.71411, -1.87661, 5.10048], [1.37208, -2.49748, 4.05274], [1.26020, -1.95376, 2.78886], [0.53065, -0.85832, 2.51270], [-0.30577, 2.25192, 1.14171], [0.56987, 3.36960, 0.71931], [2.03039, 3.03828, 0.68290], [2.96743, 3.98300, 1.06830], [4.31429, 3.70759, 0.90082], [4.68044, 2.48449, 0.36442], [3.68753, 1.58171, 0.04037], [2.37786, 1.84232, 0.18292], [-1.69160, 2.70659, 0.89483], [-2.01295, 2.90568, -0.56144], [-3.11770, 3.66651, -0.91866], [-3.37519, 3.87098, -2.26005], [-2.50736, 3.32538, -3.19548], [-1.44722, 2.56383, -2.74403], [-1.20359, 2.32936, -1.44833], [0.92025, 1.95811, 2.82073], [-0.43950, 3.03478, 3.09331], [-1.73566, 0.62135, 2.51154], [-1.46243, 1.26638, 4.10622], [-0.57632, -0.23724, 5.61972], [0.78880, -2.26039, 6.10920], [1.97622, -3.38036, 4.20407], [1.78225, -2.40474, 1.95878], [0.40487, 4.23022, 1.37757], [0.27380, 3.66577, -0.28709], [2.63950, 4.92537, 1.48547], [5.06298, 4.43359, 1.18838], [5.71644, 2.21487, 0.21758], [3.93852, 0.59805, -0.32677], [-1.84347, 3.65717, 1.42265], [-2.40467, 2.00322, 1.32706], [-3.76348, 4.08273, -0.15664], [-4.22909, 4.45628, -2.57298], [-2.64755, 3.48708, -4.25477], [-0.75375, 2.12510, -3.44889], [4.36173, -5.82546, -2.37244], [3.81352, -4.41194, -1.54499], [4.66607, -3.72606, -0.73366], [4.24107, -2.56176, -0.05043], [5.56267, -1.60630, 1.23204], [2.96623, -2.07600, -0.20840], [2.49048, -0.99010, 0.37759], [2.06320, -2.81479, -1.03097], [0.78665, -2.33069, -1.09006], [-0.09050, -3.00768, -1.80324], [0.21997, -4.17091, -2.52018], [1.49917, -4.65579, -2.47615], [2.46709, -3.98308, -1.70551], [5.68052, -4.07849, -0.60869], [-1.10529, -2.62648, -1.81716], [-0.54977, -4.67167, -3.08966], [1.77598, -5.55394, -3.01127], [1.96688, 0.45363, -4.64524], [0.38312, -0.18190, -4.57968], [-0.05600, -0.19247, -3.29893], [0.83283, 0.30501, -2.37379], [1.93583, 0.69130, -2.96878], [-0.13921, -0.50416, -5.46505], [-1.03059, -0.52477, -2.97681], [2.77525, 1.11901, -2.44186], [-6.32651, -0.60342, -0.85551], [-5.16936, -0.01225, -0.50372], [-4.98532, 1.19090, -0.53112], [-4.04698, -0.91077, -0.05056], [-4.18956, -2.13920, 0.57383], [-3.05198, -2.80450, 1.01450], [-1.81920, -2.21269, 0.82793], [-1.66917, -1.01713, 0.23113], [-2.76735, -0.39763, -0.20265], [-7.09915, -0.01623, -1.12498], [-6.44238, -1.59919, -0.89586], [-5.16776, -2.57104, 0.74541], [-3.11940, -3.76210, 1.51069], [-0.91530, -2.70093, 1.16630], [-2.64410, 0.56258, -0.68431]], "forces_ev_per_a": [[-0.486, 0.278, -0.219], [-0.001, 0.055, -0.034], [-0.028, 0.015, 0.010], [-0.046, -0.029, -0.024], [-0.019, 0.004, -0.017], [0.001, -0.011, 0.022], [-0.001, -0.005, -0.019], [-0.017, 0.012, 0.005], [0.125, -0.005, 0.050], [0.037, -0.047, 0.283], [-0.019, 0.017, 0.000], [0.011, 0.036, -0.048], [-0.003, 0.000, -0.013], [0.005, 0.004, 0.001], [-0.011, -0.014, -0.006], [0.010, 0.012, -0.012], [-0.051, 0.017, 0.181], [0.000, -0.051, 0.016], [-0.036, 0.066, 0.004], [0.056, 0.026, -0.009], [-0.010, 0.006, -0.023], [-0.015, 0.009, 0.012], [0.014, 0.001, 0.023], [-0.046, -0.082, -0.089], [-0.005, -0.017, -0.005], [0.002, -0.007, 0.009], [-0.002, 0.000, 0.006], [0.011, 0.006, 0.001], [0.003, 0.001, 0.003], [-0.001, -0.003, -0.001], [-0.002, -0.001, 0.002], [0.005, 0.001, 0.009], [-0.006, 0.003, 0.000], [0.052, 0.002, 0.053], [0.000, 0.001, -0.003], [0.000, 0.000, 0.001], [0.001, 0.000, 0.001], [0.005, -0.006, 0.008], [-0.053, -0.001, 0.006], [0.027, -0.046, -0.035], [0.019, -0.003, -0.002], [-0.001, 0.002, 0.004], [-0.003, -0.005, -0.005], [-0.014, 0.034, -0.004], [0.003, -0.003, 0.000], [-0.033, 0.003, -0.001], [-0.016, 0.020, 0.009], [0.012, -0.112, -0.080], [0.018, 0.042, 0.034], [-0.112, 0.020, 0.015], [0.424, -0.014, -0.176], [-0.020, -0.005, 0.007], [-0.036, -0.082, 0.115], [-0.001, -0.020, -0.002], [0.013, 0.014, 0.010], [0.002, -0.018, -0.007], [0.043, -0.012, 0.011], [0.000, 0.003, 0.006], [-0.007, 0.006, -0.017], [-0.007, 0.006, 0.001], [-0.008, 0.000, -0.005], [-0.044, 0.100, -0.036], [0.013, -0.083, 0.025], [0.023, -0.007, -0.014], [0.234, -0.071, -0.116], [0.014, -0.072, 0.048], [0.013, -0.015, -0.002], [-0.019, -0.014, -0.005], [0.006, -0.009, 0.001], [0.021, 0.016, 0.071], [-0.018, 0.004, -0.022], [-0.009, -0.021, -0.003], [-0.021, -0.004, 0.034], [-0.030, -0.011, -0.022], [0.018, 0.033, -0.002], [-0.074, 0.020, 0.041], [0.096, 0.034, -0.033], [0.014, 0.025, 0.030], [-0.005, -0.003, -0.017], [-0.005, -0.011, -0.019], [-0.002, -0.007, 0.000], [-0.006, 0.000, -0.002], [0.003, -0.010, 0.002], [-0.002, -0.017, -0.025]], "spin_multiplicity": 1, "charge": 2, "homo_lumo_gap_ha": 0.2699, "homo_energy_ev": -12.39, "de_lowest_kcal_mol": 9.18}



Copy entry 1 word for word.
{"formula": "C3H10O2S2", "method": "ωB97M-V/def2-TZVPD", "symbols": ["O", "C", "C", "C", "S", "S", "H", "H", "H", "H", "H", "H", "H", "H", "O", "H", "H"], "xyz": [[-2.01397, -0.52097, 1.57256], [-0.64136, -0.15657, 1.57059], [0.04826, -0.57268, 0.30491], [-0.37741, 0.04015, -1.11935], [-1.79386, -0.98412, -1.72240], [-0.96210, -2.30921, -3.12398], [-2.08411, -1.47153, 1.68438], [-0.01988, -0.55167, 2.42414], [-0.64551, 0.87238, 1.89946], [0.04446, -1.64050, 0.15083], [1.11952, -0.30258, 0.35807], [0.49629, 0.25909, -1.71268], [-0.81374, 0.99147, -0.82193], [0.02241, -2.70353, -2.29538], [2.75152, 3.27691, 0.21289], [3.03153, 2.36391, 0.17406], [1.83794, 3.40945, 0.44383]], "forces_ev_per_a": [[0.174, -0.005, 0.411], [0.126, -0.591, 1.105], [1.742, 1.151, -2.228], [-1.212, -0.438, 2.912], [0.617, 0.239, -0.642], [0.188, 0.653, 0.571], [-0.056, -0.148, -0.115], [-0.834, -0.497, -0.548], [0.118, 0.801, -0.993], [-0.139, -0.533, 0.456], [-0.226, -0.114, 0.455], [-0.106, -0.490, -0.711], [-0.282, 0.296, -0.531], [-0.102, -0.315, -0.145], [0.968, 0.867, -0.295], [-0.602, -0.249, 0.175], [-0.373, -0.626, 0.122]], "spin_multiplicity": 1, "homo_lumo_gap_ha": 0.3319, "homo_energy_ev": -8.59, "de_lowest_kcal_mol": 22.81, "smiles": "OCCCSS.O"}